A structure of composition C8H10O5SV. Source: the OMol25 dataset; level of theory: the ωB97M-V functional and the def2-TZVPD basis.

- ⟨S²⟩: 3.79
- HOMO (spin up / spin down): -17.09 / -17.18 eV
- Multiplicity: 4
- HOMO-LUMO gap (spin up / spin down): 6.578 / 6.076 eV
- Energy above the lowest of the compared OMol25 structures with the same formula, charge and spin: 0.00 kcal per mole
- Molar mass: 269.174 g/mol
- Calculated total energy: -2028.3927 Eh
- LUMO (spin up / spin down): -10.5 / -11.1 eV
- Charge: +2

Structure (XYZ):
```
25
Properties=species:S:1:pos:R:3:mulliken_spin:R:1
V 0.05 0.89 0.03 2.832
C 0.05 1.20 1.82 -0.132
O 0.02 1.11 3.00 0.220
C -0.03 2.39 -0.97 -0.159
O -0.07 3.37 -1.64 0.258
C -1.70 0.06 -0.04 -0.050
O -2.82 -0.31 0.07 0.092
C 1.84 0.20 -0.16 -0.070
O 2.97 -0.14 -0.12 0.098
C 0.05 -1.90 -2.00 -0.027
H 0.99 -2.19 -1.54 -0.003
H -0.81 -2.19 -1.40 -0.002
C -0.02 -0.83 -2.72 0.009
H -0.95 -0.32 -2.91 -0.003
H 0.86 -0.26 -2.99 -0.002
C 0.15 -1.99 3.85 0.001
S 1.21 -1.76 2.41 -0.007
C 1.90 -3.42 2.29 -0.003
O 0.30 -1.60 1.22 -0.052
H 0.71 -2.53 4.62 0.000
H -0.75 -2.54 3.56 0.000
H -0.13 -1.00 4.22 0.000
H 1.10 -4.11 2.01 0.000
H 2.66 -3.38 1.51 0.000
H 2.35 -3.68 3.24 -0.001
```